(1)
DFT (the ωB97M-V functional and the def2-TZVPD basis) results for 6 unconnected molecules or ions with the total composition C61H136BrN3P2.

CARTESIAN COORDINATES (ANGSTROEM)
1 Br -7.823 -18.416 13.482
2 C -4.139 -15.121 16.308
3 C -4.538 -15.667 14.916
4 C -6.102 -15.599 14.632
5 C -6.565 -14.186 14.952
6 P -8.303 -13.846 14.286
7 C -9.409 -14.860 15.351
8 C -9.026 -14.941 16.910
9 C -10.012 -15.866 17.604
10 C -9.682 -17.317 17.143
11 C -8.395 -12.035 14.536
12 C -8.492 -11.428 15.998
13 C -9.902 -11.345 16.533
14 C -9.835 -11.178 18.049
15 C -8.328 -14.281 12.477
16 C -7.515 -13.371 11.584
17 C -7.262 -14.071 10.225
18 C -6.296 -13.281 9.259
19 H -4.186 -14.032 16.333
20 H -3.126 -15.439 16.558
21 H -4.781 -15.563 17.069
22 H -4.259 -16.720 14.897
23 H -3.925 -15.275 14.105
24 H -6.653 -16.273 15.288
25 H -6.344 -15.909 13.616
26 H -5.982 -13.370 14.526
27 H -6.720 -13.954 16.006
28 H -9.355 -15.853 14.905
29 H -10.450 -14.565 15.217
30 H -9.095 -13.962 17.386
31 H -8.039 -15.350 17.125
32 H -11.027 -15.603 17.306
33 H -10.060 -15.630 18.667
34 H -10.558 -17.948 17.295
35 H -9.009 -17.802 17.851
36 H -9.368 -17.529 16.121
37 H -9.307 -11.774 13.998
38 H -7.601 -11.574 13.949
39 H -8.030 -10.442 15.950
40 H -7.723 -11.964 16.556
41 H -10.422 -12.282 16.334
42 H -10.475 -10.612 15.965
43 H -9.266 -12.021 18.440
44 H -10.809 -11.172 18.537
45 H -9.368 -10.239 18.346
46 H -9.349 -14.053 12.171
47 H -8.275 -15.346 12.251
48 H -6.590 -13.092 12.090
49 H -7.954 -12.393 11.386
50 H -8.222 -14.222 9.730
51 H -6.825 -15.070 10.216
52 H -6.584 -12.254 9.034
53 H -6.379 -13.783 8.295
54 H -5.303 -13.323 9.707
55 C -5.776 -20.796 17.050
56 C -6.549 -19.497 17.345
57 C -5.694 -18.375 18.049
58 C -5.385 -18.858 19.483
59 P -4.432 -17.759 20.578
60 C -4.671 -15.999 20.094
61 C -6.107 -15.437 20.334
62 C -6.203 -14.003 19.914
63 C -7.422 -13.246 20.212
64 C -2.730 -18.326 20.249
65 C -2.109 -17.751 19.019
66 C -1.065 -18.782 18.439
67 C -0.233 -18.053 17.342
68 C -4.956 -18.189 22.359
69 C -4.942 -19.694 22.634
70 C -3.551 -20.263 22.942
71 C -2.751 -19.517 23.943
72 H -6.389 -21.576 16.598
73 H -5.512 -21.418 17.904
74 H -4.897 -20.602 16.435
75 H -7.442 -19.697 17.937
76 H -6.972 -19.127 16.411
77 H -6.257 -17.447 17.950
78 H -4.761 -18.278 17.494
79 H -4.977 -19.856 19.639
80 H -6.395 -18.955 19.880
81 H -4.341 -15.943 19.056
82 H -4.190 -15.217 20.681
83 H -6.267 -15.380 21.411
84 H -6.968 -15.991 19.962
85 H -6.161 -14.010 18.825
86 H -5.342 -13.372 20.136
87 H -7.336 -12.237 19.809
88 H -7.562 -13.358 21.288
89 H -8.313 -13.657 19.737
90 H -2.665 -19.414 20.261
91 H -2.113 -17.952 21.066
92 H -1.703 -16.800 19.362
93 H -2.939 -17.487 18.364
94 H -1.627 -19.592 17.973
95 H -0.482 -19.273 19.218
96 H 0.461 -18.725 16.838
97 H 0.205 -17.108 17.663
98 H -0.958 -17.764 16.581
99 H -6.010 -17.936 22.476
100 H -4.433 -17.673 23.165
101 H -5.347 -20.285 21.813
102 H -5.700 -19.909 23.387
103 H -2.926 -20.418 22.062
104 H -3.574 -21.313 23.233
105 H -2.439 -18.556 23.532
106 H -1.900 -19.996 24.426
107 H -3.413 -19.239 24.763
108 C -2.561 -19.784 14.579
109 C -2.496 -19.815 13.065
110 C -3.632 -18.954 12.415
111 C -3.268 -18.604 10.976
112 N -4.272 -17.733 10.263
113 C -5.595 -18.471 9.943
114 C -6.143 -17.876 8.623
115 C -4.849 -17.200 7.934
116 C -3.718 -17.570 8.818
117 C -4.479 -16.448 10.966
118 H -2.687 -18.759 14.924
119 H -1.766 -20.277 15.139
120 H -3.479 -20.272 14.905
121 H -2.502 -20.824 12.654
122 H -1.560 -19.302 12.847
123 H -3.806 -18.099 13.070
124 H -4.503 -19.609 12.422
125 H -3.208 -19.491 10.345
126 H -2.357 -18.005 10.951
127 H -6.220 -18.338 10.826
128 H -5.398 -19.532 9.788
129 H -6.805 -17.041 8.850
130 H -6.763 -18.489 7.968
131 H -4.807 -16.111 7.919
132 H -4.568 -17.597 6.959
133 H -2.861 -16.902 8.734
134 H -3.334 -18.523 8.455
135 H -4.872 -15.726 10.250
136 H -3.520 -16.177 11.409
137 H -5.300 -16.584 11.670
138 C -4.446 -22.572 11.023
139 C -5.616 -23.489 11.309
140 C -6.861 -22.705 11.740
141 C -8.001 -23.610 12.181
142 N -9.217 -22.872 12.753
143 C -10.356 -23.914 12.923
144 C -10.140 -24.463 14.369
145 C -8.974 -23.661 15.018
146 C -8.944 -22.388 14.191
147 C -9.729 -21.823 11.769
148 H -4.583 -22.002 10.104
149 H -3.503 -23.106 10.911
150 H -4.388 -21.871 11.855
151 H -5.303 -24.099 12.156
152 H -5.977 -24.250 10.618
153 H -7.235 -22.088 10.923
154 H -6.709 -22.038 12.588
155 H -7.655 -24.274 12.972
156 H -8.363 -24.274 11.395
157 H -11.297 -23.375 13.032
158 H -10.510 -24.717 12.202
159 H -11.078 -24.488 14.924
160 H -9.929 -25.530 14.288
161 H -9.284 -23.556 16.058
162 H -8.005 -24.153 15.098
163 H -9.794 -21.786 14.514
164 H -8.087 -21.716 14.233
165 H -9.103 -20.933 11.826
166 H -10.751 -21.541 12.024
167 H -9.841 -22.319 10.805
168 C -11.928 -19.525 8.677
169 C -10.874 -18.986 9.616
170 C -11.412 -18.017 10.694
171 C -12.721 -18.542 11.402
172 N -13.122 -17.650 12.530
173 C -14.276 -18.178 13.299
174 C -14.267 -17.486 14.625
175 C -12.809 -17.411 14.940
176 C -12.052 -17.686 13.660
177 C -13.337 -16.150 12.122
178 C -14.432 -15.999 11.042
179 C -14.935 -14.608 10.975
180 H -11.474 -20.222 7.973
181 H -12.399 -18.728 8.100
182 H -12.717 -20.054 9.212
183 H -9.911 -18.613 9.267
184 H -10.629 -19.946 10.069
185 H -11.644 -17.095 10.161
186 H -10.628 -17.814 11.422
187 H -12.466 -19.498 11.860
188 H -13.593 -18.744 10.780
189 H -15.262 -18.009 12.866
190 H -14.134 -19.257 13.346
191 H -14.914 -16.618 14.748
192 H -14.756 -18.231 15.253
193 H -12.556 -16.425 15.332
194 H -12.555 -18.174 15.676
195 H -11.278 -16.943 13.469
196 H -11.655 -18.700 13.705
197 H -12.378 -15.717 11.836
198 H -13.549 -15.577 13.024
199 H -15.336 -16.577 11.231
200 H -14.183 -16.506 10.109
201 H -15.882 -14.615 10.434
202 H -14.353 -13.766 10.602
203 H -15.308 -14.333 11.961

Calculated values
charge = +4
HOMO-LUMO gap = 8.91 eV


(2)
DFT (the ωB97M-V functional and the def2-TZVPD basis) results for 2 unconnected molecules or ions with the total composition BrHN2O2.

CARTESIAN COORDINATES (ANGSTROEM)
1 N 0.263 -0.671 1.572
2 N 0.002 -1.074 0.567
3 O 0.340 -0.331 2.647
4 O -0.073 0.828 -0.377
5 Br -0.296 1.303 -2.064
6 H -0.236 -0.055 -2.345

Calculated values
charge = 0
ΔE to the lowest compared entry with this formula, charge and spin = 103.11 kJ/mol
HOMO-LUMO gap = 9.34 eV


(3)
DFT (the ωB97M-V functional and the def2-TZVPD basis) results for a molecular structure, C21H19AsBF6MoN9O.

CARTESIAN COORDINATES (ANGSTROEM)
1 Mo 0.974 1.156 -2.384
2 C 0.270 3.764 2.272
3 N 0.997 3.026 1.228
4 C 0.746 2.963 -0.064
5 N 1.612 2.098 -0.634
6 C 2.389 1.673 0.432
7 N 2.032 2.210 1.556
8 C -0.962 3.031 2.758
9 C -1.945 3.753 3.459
10 C -3.070 3.127 3.976
11 C -3.249 1.767 3.802
12 C -2.272 1.039 3.101
13 C -1.126 1.681 2.586
14 C -2.433 -0.352 2.913
15 N -3.447 -1.140 3.304
16 N -3.180 -2.357 2.902
17 C -1.999 -2.324 2.265
18 O -1.505 -1.070 2.253
19 C -1.288 -3.377 1.647
20 C -1.821 -4.679 1.597
21 C -1.096 -5.670 0.968
22 C 0.139 -5.383 0.394
23 C 0.686 -4.092 0.451
24 C 2.058 -3.790 -0.120
25 N 1.996 -2.675 -1.076
26 C 1.997 -1.374 -0.840
27 N 1.767 -0.724 -1.994
28 C 1.633 -1.752 -2.915
29 N 1.759 -2.923 -2.378
30 C -0.027 -3.101 1.080
31 H 0.018 4.746 1.872
32 H 0.982 3.902 3.087
33 H -0.024 3.526 -0.570
34 H 3.243 1.024 0.324
35 H -1.821 4.819 3.608
36 H -3.807 3.706 4.514
37 H -4.122 1.261 4.193
38 H -0.378 1.085 2.079
39 H -2.785 -4.885 2.043
40 H -1.487 -6.676 0.918
41 H 0.690 -6.177 -0.095
42 H 2.473 -4.639 -0.659
43 H 2.754 -3.507 0.670
44 H 2.170 -0.932 0.126
45 H 1.451 -1.598 -3.968
46 H 0.372 -2.100 1.174
47 B 3.651 2.282 -5.848
48 C 2.862 1.923 -4.665
49 N 2.224 1.658 -3.683
50 H 3.989 1.294 -6.446
51 H 4.659 2.747 -5.278
52 H 3.085 3.200 -6.392
53 F -0.895 0.715 -1.376
54 As -1.922 1.301 -2.839
55 F -2.760 -0.139 -2.750
56 F -2.840 2.243 -1.816
57 F -0.477 0.343 -3.639
58 F -0.529 2.528 -2.791
59 F -2.408 1.842 -4.327

Calculated values
expectation value of S² = 4.07
2S+1 = 4
charge = +3
ΔE to the lowest compared entry with this formula, charge and spin = 83.67 kJ/mol
HOMO-LUMO gap (spin up / spin down) = 4.55 / 5.91 eV


| no. | total energy (eV) |
| --- | --- |
| 1 | -158520.5268 |
| 2 | -77127.0128 |
| 3 | -117191.4692 |